Formula: C22H35BrO2P2Pt
Source: the OMol25 dataset
Level of theory: the ωB97M-V functional and the def2-TZVPD basis

DFT total energy, eV: -119335.200
⟨S²⟩: 2.005
HOMO (spin up / spin down), eV: -5.998 / -7.344
Gap between HOMO and LUMO (spin up / spin down), eV: 5.788 / 7.108
Multiplicity: 3

Last column: Löwdin charge in e.
Atoms and positions in Å:
P  -0.10  -1.71  -5.16  0.883
P  -0.02  1.90  -5.30  0.870
C  -0.42  -0.60  -6.54  -0.305
C  0.35  0.73  -6.66  -0.367
H  -1.50  -0.47  -6.62  0.095
H  -0.09  -1.22  -7.37  0.090
H  1.44  0.60  -6.71  0.080
H  0.01  1.25  -7.56  0.079
C  -1.55  2.69  -5.98  -0.252
H  -1.89  3.47  -5.28  0.059
H  -2.34  1.93  -6.15  0.046
H  -1.28  3.14  -6.94  0.029
C  1.24  3.17  -5.62  -0.245
H  0.91  3.72  -6.52  0.041
H  2.21  2.68  -5.81  0.048
H  1.30  3.84  -4.75  0.043
C  -1.18  -3.06  -5.62  -0.170
H  -1.16  -3.82  -4.84  0.075
H  -0.73  -3.42  -6.56  0.060
H  -2.18  -2.62  -5.76  0.078
C  1.57  -2.30  -5.52  -0.153
H  2.30  -1.50  -5.71  0.064
H  1.44  -2.85  -6.45  0.058
H  1.95  -3.01  -4.77  0.079
Pt  -0.02  -1.14  -0.64  1.046
C  0.67  2.39  -2.39  -0.130
C  -0.62  2.00  -2.22  -0.129
C  -1.61  1.14  -2.95  -0.233
C  -1.78  -0.42  -3.07  -0.160
C  -0.58  -1.38  -3.57  -0.474
C  0.67  -1.03  -2.68  -0.380
C  1.27  0.18  -3.39  -0.339
C  1.80  1.36  -2.58  -0.171
C  0.15  -2.51  0.69  -0.374
H  0.96  3.34  -2.03  0.081
H  -0.99  2.31  -1.22  0.099
H  -1.67  1.49  -3.98  0.008
H  -2.55  1.45  -2.45  0.121
H  -2.28  -0.80  -2.15  0.103
H  -2.56  -0.56  -3.82  0.090
H  -0.94  -2.32  -3.15  0.098
H  1.42  -1.82  -2.84  0.054
H  0.42  0.56  -3.96  -0.053
H  2.02  -0.09  -4.15  0.091
H  2.21  1.03  -1.60  0.118
H  2.64  1.86  -3.10  0.096
H  1.14  -2.25  1.10  -0.009
H  0.14  -3.47  0.14  -0.022
H  -0.69  -2.35  1.38  -0.010
Br  1.32  3.48  1.70  0.761
C  0.36  2.69  3.14  -0.614
C  0.52  3.20  4.43  -0.136
C  -0.29  2.72  5.47  -0.097
C  -1.30  1.79  5.19  -0.087
C  -1.47  1.31  3.88  -0.028
C  -0.57  1.69  2.86  -0.153
C  -0.83  1.15  1.40  -0.659
O  -1.91  1.52  0.97  0.020
O  0.07  0.45  0.81  -0.218
H  1.26  3.94  4.65  0.087
H  -0.12  3.07  6.49  0.099
H  -1.97  1.45  5.98  0.101
H  -2.31  0.67  3.63  0.117

Formula: C22H35ClGe2N3O4Yb
Source: the OMol25 dataset
Level of theory: the ωB97M-V functional and the def2-TZVPD basis

DFT total energy, eV: -193123.537
Total charge: +1
HOMO, eV: -8.781
Gap between HOMO and LUMO, eV: 4.771

Last column: Löwdin charge in e.
Atoms and positions in Å:
Yb  2.05  0.45  0.79  1.365
N  4.62  1.06  1.19  -0.030
C  4.87  2.51  1.05  -0.232
C  4.32  2.89  -0.30  -0.208
N  2.91  2.58  -0.46  -0.124
C  1.91  3.58  -0.11  -0.206
C  1.35  3.46  1.28  -0.208
N  0.44  2.25  1.48  -0.036
H  5.00  0.75  2.08  0.095
H  5.18  0.61  0.49  0.074
H  5.95  2.71  1.02  0.126
H  4.40  3.02  1.87  0.102
H  4.83  2.29  -1.06  0.133
H  4.45  3.96  -0.50  0.125
H  2.70  2.33  -1.41  0.108
H  1.09  3.51  -0.75  0.105
H  2.34  4.56  -0.20  0.121
H  0.74  4.34  1.55  0.121
H  2.11  3.43  2.06  0.107
H  -0.37  2.31  0.95  0.051
H  0.24  2.08  2.49  0.096
Cl  3.30  -0.54  -4.20  0.578
C  1.73  -0.58  -3.36  -0.507
C  1.69  -0.51  -1.82  -0.785
O  2.71  -0.83  -1.20  -0.078
O  0.55  -0.22  -1.34  -0.150
H  1.24  -1.48  -3.62  0.052
H  1.14  0.23  -3.81  0.069
C  -2.03  0.45  -3.43  -0.233
Ge  -2.98  -0.90  -2.45  0.683
C  -3.15  -2.62  -3.28  -0.242
C  -4.73  -0.14  -2.31  -0.252
Ge  -2.01  -1.29  -0.20  1.207
C  -2.60  -0.24  1.28  -0.347
C  -3.75  0.57  1.05  -0.108
C  -4.43  1.13  2.13  -0.074
C  -3.93  0.94  3.39  -0.061
C  -2.73  0.27  3.60  -0.070
C  -2.11  -0.35  2.56  -0.131
C  -0.89  -2.78  0.14  -0.355
C  0.11  -3.08  -0.81  -0.118
C  1.15  -3.90  -0.48  -0.065
C  1.23  -4.47  0.77  -0.046
C  0.21  -4.27  1.68  -0.077
C  -0.85  -3.46  1.34  -0.145
H  -1.85  -0.01  -4.44  0.057
H  -1.09  0.69  -2.92  -0.009
H  -2.65  1.31  -3.48  0.009
H  -3.76  -2.45  -4.16  0.031
H  -3.65  -3.20  -2.55  0.008
H  -2.21  -3.13  -3.59  0.041
H  -5.33  -0.52  -3.13  0.029
H  -4.63  0.92  -2.44  0.014
H  -5.30  -0.36  -1.40  0.029
H  -4.15  0.71  0.02  0.073
H  -5.39  1.62  1.88  0.125
H  -4.51  1.38  4.22  0.128
H  -2.30  0.18  4.58  0.115
H  -1.29  -1.10  2.75  0.102
H  0.10  -2.66  -1.80  0.088
H  1.93  -4.03  -1.18  0.108
H  2.08  -5.08  1.11  0.123
H  0.25  -4.74  2.66  0.120
H  -1.65  -3.36  2.11  0.127
O  2.12  0.29  3.23  -0.132
C  1.37  -0.70  3.16  -0.593
O  0.88  -1.19  2.12  -0.160
H  1.06  -1.15  4.13  0.137

What did the second record say?
Formula: C22H35ClGe2N3O4Yb
Source: the OMol25 dataset
Level of theory: the ωB97M-V functional and the def2-TZVPD basis

DFT total energy, eV: -193123.537
Total charge: +1
HOMO, eV: -8.781
Gap between HOMO and LUMO, eV: 4.771

Last column: Löwdin charge in e.
Atoms and positions in Å:
Yb  2.05  0.45  0.79  1.365
N  4.62  1.06  1.19  -0.030
C  4.87  2.51  1.05  -0.232
C  4.32  2.89  -0.30  -0.208
N  2.91  2.58  -0.46  -0.124
C  1.91  3.58  -0.11  -0.206
C  1.35  3.46  1.28  -0.208
N  0.44  2.25  1.48  -0.036
H  5.00  0.75  2.08  0.095
H  5.18  0.61  0.49  0.074
H  5.95  2.71  1.02  0.126
H  4.40  3.02  1.87  0.102
H  4.83  2.29  -1.06  0.133
H  4.45  3.96  -0.50  0.125
H  2.70  2.33  -1.41  0.108
H  1.09  3.51  -0.75  0.105
H  2.34  4.56  -0.20  0.121
H  0.74  4.34  1.55  0.121
H  2.11  3.43  2.06  0.107
H  -0.37  2.31  0.95  0.051
H  0.24  2.08  2.49  0.096
Cl  3.30  -0.54  -4.20  0.578
C  1.73  -0.58  -3.36  -0.507
C  1.69  -0.51  -1.82  -0.785
O  2.71  -0.83  -1.20  -0.078
O  0.55  -0.22  -1.34  -0.150
H  1.24  -1.48  -3.62  0.052
H  1.14  0.23  -3.81  0.069
C  -2.03  0.45  -3.43  -0.233
Ge  -2.98  -0.90  -2.45  0.683
C  -3.15  -2.62  -3.28  -0.242
C  -4.73  -0.14  -2.31  -0.252
Ge  -2.01  -1.29  -0.20  1.207
C  -2.60  -0.24  1.28  -0.347
C  -3.75  0.57  1.05  -0.108
C  -4.43  1.13  2.13  -0.074
C  -3.93  0.94  3.39  -0.061
C  -2.73  0.27  3.60  -0.070
C  -2.11  -0.35  2.56  -0.131
C  -0.89  -2.78  0.14  -0.355
C  0.11  -3.08  -0.81  -0.118
C  1.15  -3.90  -0.48  -0.065
C  1.23  -4.47  0.77  -0.046
C  0.21  -4.27  1.68  -0.077
C  -0.85  -3.46  1.34  -0.145
H  -1.85  -0.01  -4.44  0.057
H  -1.09  0.69  -2.92  -0.009
H  -2.65  1.31  -3.48  0.009
H  -3.76  -2.45  -4.16  0.031
H  -3.65  -3.20  -2.55  0.008
H  -2.21  -3.13  -3.59  0.041
H  -5.33  -0.52  -3.13  0.029
H  -4.63  0.92  -2.44  0.014
H  -5.30  -0.36  -1.40  0.029
H  -4.15  0.71  0.02  0.073
H  -5.39  1.62  1.88  0.125
H  -4.51  1.38  4.22  0.128
H  -2.30  0.18  4.58  0.115
H  -1.29  -1.10  2.75  0.102
H  0.10  -2.66  -1.80  0.088
H  1.93  -4.03  -1.18  0.108
H  2.08  -5.08  1.11  0.123
H  0.25  -4.74  2.66  0.120
H  -1.65  -3.36  2.11  0.127
O  2.12  0.29  3.23  -0.132
C  1.37  -0.70  3.16  -0.593
O  0.88  -1.19  2.12  -0.160
H  1.06  -1.15  4.13  0.137

Repeat the first record exactly.
Formula: C22H35BrO2P2Pt
Source: the OMol25 dataset
Level of theory: the ωB97M-V functional and the def2-TZVPD basis

DFT total energy, eV: -119335.200
⟨S²⟩: 2.005
HOMO (spin up / spin down), eV: -5.998 / -7.344
Gap between HOMO and LUMO (spin up / spin down), eV: 5.788 / 7.108
Multiplicity: 3

Last column: Löwdin charge in e.
Atoms and positions in Å:
P  -0.10  -1.71  -5.16  0.883
P  -0.02  1.90  -5.30  0.870
C  -0.42  -0.60  -6.54  -0.305
C  0.35  0.73  -6.66  -0.367
H  -1.50  -0.47  -6.62  0.095
H  -0.09  -1.22  -7.37  0.090
H  1.44  0.60  -6.71  0.080
H  0.01  1.25  -7.56  0.079
C  -1.55  2.69  -5.98  -0.252
H  -1.89  3.47  -5.28  0.059
H  -2.34  1.93  -6.15  0.046
H  -1.28  3.14  -6.94  0.029
C  1.24  3.17  -5.62  -0.245
H  0.91  3.72  -6.52  0.041
H  2.21  2.68  -5.81  0.048
H  1.30  3.84  -4.75  0.043
C  -1.18  -3.06  -5.62  -0.170
H  -1.16  -3.82  -4.84  0.075
H  -0.73  -3.42  -6.56  0.060
H  -2.18  -2.62  -5.76  0.078
C  1.57  -2.30  -5.52  -0.153
H  2.30  -1.50  -5.71  0.064
H  1.44  -2.85  -6.45  0.058
H  1.95  -3.01  -4.77  0.079
Pt  -0.02  -1.14  -0.64  1.046
C  0.67  2.39  -2.39  -0.130
C  -0.62  2.00  -2.22  -0.129
C  -1.61  1.14  -2.95  -0.233
C  -1.78  -0.42  -3.07  -0.160
C  -0.58  -1.38  -3.57  -0.474
C  0.67  -1.03  -2.68  -0.380
C  1.27  0.18  -3.39  -0.339
C  1.80  1.36  -2.58  -0.171
C  0.15  -2.51  0.69  -0.374
H  0.96  3.34  -2.03  0.081
H  -0.99  2.31  -1.22  0.099
H  -1.67  1.49  -3.98  0.008
H  -2.55  1.45  -2.45  0.121
H  -2.28  -0.80  -2.15  0.103
H  -2.56  -0.56  -3.82  0.090
H  -0.94  -2.32  -3.15  0.098
H  1.42  -1.82  -2.84  0.054
H  0.42  0.56  -3.96  -0.053
H  2.02  -0.09  -4.15  0.091
H  2.21  1.03  -1.60  0.118
H  2.64  1.86  -3.10  0.096
H  1.14  -2.25  1.10  -0.009
H  0.14  -3.47  0.14  -0.022
H  -0.69  -2.35  1.38  -0.010
Br  1.32  3.48  1.70  0.761
C  0.36  2.69  3.14  -0.614
C  0.52  3.20  4.43  -0.136
C  -0.29  2.72  5.47  -0.097
C  -1.30  1.79  5.19  -0.087
C  -1.47  1.31  3.88  -0.028
C  -0.57  1.69  2.86  -0.153
C  -0.83  1.15  1.40  -0.659
O  -1.91  1.52  0.97  0.020
O  0.07  0.45  0.81  -0.218
H  1.26  3.94  4.65  0.087
H  -0.12  3.07  6.49  0.099
H  -1.97  1.45  5.98  0.101
H  -2.31  0.67  3.63  0.117

Q: Among the records above, which one has the lowest DFT total energy?
A: C22H35ClGe2N3O4Yb

What did the second record say?
Formula: C22H35ClGe2N3O4Yb
Source: the OMol25 dataset
Level of theory: the ωB97M-V functional and the def2-TZVPD basis

DFT total energy, eV: -193123.537
Total charge: +1
HOMO, eV: -8.781
Gap between HOMO and LUMO, eV: 4.771

Last column: Löwdin charge in e.
Atoms and positions in Å:
Yb  2.05  0.45  0.79  1.365
N  4.62  1.06  1.19  -0.030
C  4.87  2.51  1.05  -0.232
C  4.32  2.89  -0.30  -0.208
N  2.91  2.58  -0.46  -0.124
C  1.91  3.58  -0.11  -0.206
C  1.35  3.46  1.28  -0.208
N  0.44  2.25  1.48  -0.036
H  5.00  0.75  2.08  0.095
H  5.18  0.61  0.49  0.074
H  5.95  2.71  1.02  0.126
H  4.40  3.02  1.87  0.102
H  4.83  2.29  -1.06  0.133
H  4.45  3.96  -0.50  0.125
H  2.70  2.33  -1.41  0.108
H  1.09  3.51  -0.75  0.105
H  2.34  4.56  -0.20  0.121
H  0.74  4.34  1.55  0.121
H  2.11  3.43  2.06  0.107
H  -0.37  2.31  0.95  0.051
H  0.24  2.08  2.49  0.096
Cl  3.30  -0.54  -4.20  0.578
C  1.73  -0.58  -3.36  -0.507
C  1.69  -0.51  -1.82  -0.785
O  2.71  -0.83  -1.20  -0.078
O  0.55  -0.22  -1.34  -0.150
H  1.24  -1.48  -3.62  0.052
H  1.14  0.23  -3.81  0.069
C  -2.03  0.45  -3.43  -0.233
Ge  -2.98  -0.90  -2.45  0.683
C  -3.15  -2.62  -3.28  -0.242
C  -4.73  -0.14  -2.31  -0.252
Ge  -2.01  -1.29  -0.20  1.207
C  -2.60  -0.24  1.28  -0.347
C  -3.75  0.57  1.05  -0.108
C  -4.43  1.13  2.13  -0.074
C  -3.93  0.94  3.39  -0.061
C  -2.73  0.27  3.60  -0.070
C  -2.11  -0.35  2.56  -0.131
C  -0.89  -2.78  0.14  -0.355
C  0.11  -3.08  -0.81  -0.118
C  1.15  -3.90  -0.48  -0.065
C  1.23  -4.47  0.77  -0.046
C  0.21  -4.27  1.68  -0.077
C  -0.85  -3.46  1.34  -0.145
H  -1.85  -0.01  -4.44  0.057
H  -1.09  0.69  -2.92  -0.009
H  -2.65  1.31  -3.48  0.009
H  -3.76  -2.45  -4.16  0.031
H  -3.65  -3.20  -2.55  0.008
H  -2.21  -3.13  -3.59  0.041
H  -5.33  -0.52  -3.13  0.029
H  -4.63  0.92  -2.44  0.014
H  -5.30  -0.36  -1.40  0.029
H  -4.15  0.71  0.02  0.073
H  -5.39  1.62  1.88  0.125
H  -4.51  1.38  4.22  0.128
H  -2.30  0.18  4.58  0.115
H  -1.29  -1.10  2.75  0.102
H  0.10  -2.66  -1.80  0.088
H  1.93  -4.03  -1.18  0.108
H  2.08  -5.08  1.11  0.123
H  0.25  -4.74  2.66  0.120
H  -1.65  -3.36  2.11  0.127
O  2.12  0.29  3.23  -0.132
C  1.37  -0.70  3.16  -0.593
O  0.88  -1.19  2.12  -0.160
H  1.06  -1.15  4.13  0.137